(1)
Here is a structure of composition C30H75F2N6O18S3Sn from the Open Molecules 2025 dataset. Energies are from the ωB97M-V functional and the def2-TZVPD basis.

Geometry (Å):
H  -9.296  0.310  3.140
H  5.385  1.108  -7.121
H  -8.389  -3.417  3.540
H  8.365  6.018  -3.932
C  -7.288  2.839  0.673
C  4.745  0.121  1.988
H  5.670  2.565  -6.424
S  -1.300  0.185  2.122
H  2.343  -0.013  -4.844
H  -9.122  0.895  0.741
H  1.990  -2.192  -6.648
C  4.620  6.772  -2.200
H  -7.871  -3.613  5.157
H  3.059  -1.022  4.064
C  5.781  6.070  -2.778
C  1.700  -1.837  -4.538
H  0.332  -2.747  -6.105
H  -3.632  -3.616  -1.017
O  -7.677  1.934  1.735
H  4.846  7.826  -2.038
H  0.405  -7.651  3.131
C  3.052  5.270  -3.408
O  0.637  1.711  3.536
F  -0.929  3.519  3.709
H  -2.563  -5.289  -2.982
H  -7.423  0.231  0.708
O  -2.802  8.740  3.449
S  -0.466  2.255  2.766
C  8.056  5.615  -2.968
H  -2.673  -5.496  1.087
H  -8.170  3.399  0.362
C  4.736  -1.151  2.915
H  5.574  5.007  -2.899
H  -6.282  -5.225  4.998
O  -4.490  -4.536  -2.482
H  -6.886  3.730  1.155
H  -6.670  -5.161  3.212
H  0.766  -0.176  -8.208
H  5.848  2.404  1.392
H  -1.062  4.871  -1.735
C  5.033  1.694  -6.271
N  3.293  6.511  -2.732
O  -4.469  7.533  4.709
O  0.648  5.396  -2.831
H  1.438  -6.536  2.238
H  -4.815  -2.582  -1.587
H  3.944  -1.026  -6.185
F  -2.728  -0.599  2.298
H  3.390  0.004  9.034
H  3.831  -1.569  9.130
H  -6.733  2.354  -0.130
C  -0.414  -5.734  0.844
C  -0.592  4.767  -2.713
H  5.795  6.493  -3.782
H  -6.885  -1.400  2.830
H  -3.681  -6.107  -3.591
H  -1.904  -4.503  0.021
C  3.252  -0.920  8.473
H  -8.488  -1.074  5.087
C  -1.848  -5.532  0.376
H  4.610  -2.534  7.144
H  3.112  7.314  -3.318
H  -1.601  -7.372  -0.637
C  -7.628  -3.073  4.241
H  -5.018  -5.058  3.589
H  4.402  -2.120  -4.904
H  6.160  -0.387  -5.024
N  -7.404  -0.668  3.292
C  -6.000  -4.850  4.014
O  0.457  -0.748  -6.286
H  4.655  6.523  -1.139
N  2.763  -0.819  -4.403
N  4.062  -0.986  4.178
O  -0.361  -0.682  2.809
O  -0.252  -7.036  1.203
C  1.575  5.006  -3.896
C  -3.546  -5.604  -2.633
H  3.436  4.405  -2.867
H  -6.717  -1.428  5.052
H  1.467  4.001  -4.304
Sn  -5.365  3.420  4.588
C  3.902  -1.972  6.535
H  -0.212  -1.571  -8.174
H  3.662  5.110  -4.297
C  4.530  -1.978  5.088
H  -4.096  -6.639  -0.750
H  5.607  -1.829  5.152
H  4.369  -2.051  2.420
N  -1.863  1.377  2.917
S  -4.061  8.042  3.345
C  -8.569  -0.197  2.505
O  7.109  6.261  -2.160
H  5.511  -0.089  1.241
H  8.957  5.379  -2.402
H  4.006  1.986  -6.492
H  5.807  -1.258  3.085
H  4.319  -2.972  4.693
N  -2.062  -6.487  -0.787
H  7.655  4.607  -3.077
O  -5.127  8.906  2.785
C  5.184  -0.090  -4.640
C  -4.076  -3.291  -1.958
H  -0.816  0.024  -7.635
C  -8.215  0.680  1.306
O  4.992  1.202  2.850
O  -3.857  6.841  2.511
C  0.018  -0.677  -7.594
C  1.133  -2.015  -5.998
H  3.832  0.232  1.402
H  0.874  -1.712  -3.839
O  3.937  -0.774  7.242
H  5.172  3.010  3.040
H  1.313  5.651  -4.735
H  -1.310  4.972  -3.506
O  -0.250  2.964  1.499
H  4.147  2.560  1.586
C  -3.300  -6.547  -1.489
H  0.264  -5.325  0.095
O  5.279  1.303  -4.984
O  -6.278  -3.442  3.977
C  4.005  -1.124  -5.101
C  -7.662  -1.496  4.514
H  -0.285  -5.046  1.679
C  0.746  -7.372  2.134
H  5.375  -0.159  -3.569
C  5.064  2.391  2.150
H  2.103  -2.807  -4.245
H  -3.163  -2.911  -2.416
H  -3.180  -7.551  -1.896
H  1.347  -8.147  1.659
H  -9.040  -1.119  2.161
O  -1.291  0.196  0.628
H  2.165  -0.994  8.436
H  -0.405  3.694  -2.667
H  2.937  -2.473  6.608

Values from the calculation:
HOMO energy	-5.48	eV
LUMO	-2.365	eV
2S+1	1
energy relative to the best compared isomer or geometry (same formula, charge and spin)	14.147	eV
Kohn-Sham gap	3.12	eV
net charge	-1

(2)
Here is the ion C6H7N2O3 with charge -1 from the Open Molecules 2025 dataset. Energies are from the ωB97M-V functional and the def2-TZVPD basis.

Geometry (Å):
H  -0.149  2.023  0.759
C  -0.920  -0.275  -1.058
N  -0.069  -1.046  -0.096
O  -0.720  -0.988  -2.278
C  -0.873  2.123  -0.175
C  1.748  -1.653  0.971
C  -0.242  1.157  -1.209
H  -1.272  -2.030  1.375
H  -1.543  -1.474  -2.364
H  2.764  -1.997  1.210
H  -0.742  3.074  -0.578
C  1.289  -0.976  -0.140
H  -1.842  1.667  -0.157
O  -2.159  -0.178  -0.738
O  0.585  1.432  -2.083
H  1.814  -0.433  -0.823
C  -0.333  -1.655  1.066
N  0.693  -2.097  1.756

Values from the calculation:
HOMO energy	-4.37	eV
LUMO	3.958	eV
2S+1	1
energy relative to the best compared isomer or geometry (same formula, charge and spin)	0.452	eV
Kohn-Sham gap	8.33	eV
net charge	-1